A cluster of 9 separate species, C37H94N6O9 in total, computed with ωB97M-V/def2-TZVPD.

XYZ file:
```
146
Properties=species:S:1:pos:R:3:forces:R:3
C 0.504 23.481 8.600 -0.35 0.16 0.94
C 1.567 24.439 9.169 0.66 -1.02 -0.99
C 2.588 23.625 9.969 0.55 0.32 1.43
C 2.260 25.041 7.945 0.70 1.16 0.32
C 3.029 26.346 8.240 -0.24 -0.88 -0.22
C 2.133 27.370 8.913 -0.11 -0.53 0.01
C 1.397 26.815 10.155 0.81 0.22 0.81
C 2.381 26.862 11.343 0.51 -0.09 0.09
C 0.223 27.733 10.479 -0.33 -0.61 0.27
N 0.881 25.472 9.922 -0.73 0.33 -1.13
O 0.254 24.947 11.080 0.27 -0.10 0.02
H -0.293 24.120 8.214 -0.06 -0.30 -0.30
H 0.862 22.776 7.853 0.26 0.20 -0.12
H 0.096 22.863 9.407 -0.13 0.04 -0.08
H 3.139 24.256 10.676 -0.19 0.13 -0.08
H 2.090 22.894 10.609 -0.01 -0.08 -0.15
H 3.398 23.138 9.425 -0.46 -0.18 -0.52
H 3.027 24.357 7.581 -0.40 -0.39 -0.15
H 1.557 25.255 7.135 -0.17 -0.14 0.09
H 3.908 26.116 8.849 -0.07 0.05 0.15
H 3.421 26.632 7.261 0.00 0.62 0.18
H 1.366 27.725 8.221 0.14 0.11 -0.15
H 2.745 28.200 9.267 -0.23 0.27 -0.14
H 2.668 27.895 11.550 -0.03 0.00 0.00
H 3.297 26.313 11.111 0.01 0.12 -0.08
H 2.016 26.429 12.275 -0.38 0.00 -0.17
H -0.252 27.332 11.376 -0.10 0.22 0.01
H -0.513 27.695 9.673 0.06 0.17 -0.05
H 0.534 28.756 10.682 0.09 0.03 -0.14
H -0.607 24.665 10.749 -0.03 0.08 0.13
C -5.941 21.433 1.422 0.10 1.44 0.56
C -4.763 21.871 2.337 -1.00 -0.71 0.38
C -5.257 22.801 3.442 -0.12 1.06 -0.01
C -4.259 20.619 3.074 1.35 -0.40 -0.43
C -3.328 19.769 2.196 -0.41 0.06 -0.11
C -2.187 20.555 1.546 -0.70 0.02 0.58
C -2.684 21.815 0.813 -0.07 -0.54 -0.42
C -1.483 22.734 0.578 -0.12 0.06 -0.43
C -3.211 21.362 -0.560 -0.34 -0.04 -0.74
N -3.680 22.507 1.623 1.22 0.44 1.11
O -4.035 23.767 1.096 -0.17 -0.62 -0.43
H -5.606 20.660 0.742 -0.49 -0.36 0.07
H -6.790 21.228 2.076 0.07 -0.83 -0.21
H -6.328 22.285 0.849 0.35 0.00 -0.22
H -4.451 23.189 4.073 0.24 -0.41 -0.09
H -5.704 23.721 3.054 -0.29 -0.27 -0.13
H -5.957 22.299 4.110 -0.14 -0.06 -0.17
H -3.715 20.900 3.982 0.04 0.21 -0.06
H -5.060 19.958 3.410 -0.37 0.36 -0.10
H -2.959 18.932 2.793 0.17 -0.01 -0.08
H -3.935 19.324 1.401 0.02 -0.11 -0.01
H -1.735 19.915 0.788 0.36 0.05 0.11
H -1.445 20.833 2.298 0.07 0.03 -0.06
H -0.620 22.104 0.359 0.11 0.09 0.08
H -1.275 23.367 1.435 0.05 -0.12 0.10
H -1.640 23.375 -0.291 -0.05 0.07 0.08
H -3.728 22.163 -1.101 0.10 0.07 0.07
H -3.899 20.514 -0.566 -0.03 0.05 0.44
H -2.399 21.037 -1.216 0.18 0.22 0.15
H -4.472 23.560 0.251 -0.08 0.31 0.07
C 2.822 19.665 10.262 0.32 -0.15 0.40
O 2.934 19.468 8.879 -0.10 0.64 -0.23
C 3.819 18.439 8.510 0.21 -0.42 0.39
C 3.608 18.130 7.042 -0.69 0.99 -1.05
C 4.011 19.315 6.143 1.10 0.34 0.86
N 2.174 17.833 6.806 0.31 -0.10 0.42
H 2.162 20.500 10.489 -0.30 -0.13 -0.38
H 3.776 19.947 10.729 0.12 -0.27 -0.13
H 2.446 18.743 10.720 0.00 0.13 0.24
H 4.864 18.716 8.715 -0.04 0.16 -0.14
H 3.626 17.555 9.138 -0.14 -0.07 -0.19
H 4.255 17.308 6.725 -0.23 -0.33 0.33
H 5.090 19.498 6.257 -0.03 -0.18 -0.25
H 3.569 20.259 6.467 -0.46 -0.16 -0.11
H 3.801 19.129 5.093 -0.12 -0.04 -0.02
H 1.918 18.230 5.912 0.21 -0.16 -0.09
H 1.663 18.440 7.443 -0.01 -0.18 0.14
C -2.807 25.875 7.693 -0.05 -0.90 0.73
O -2.700 25.531 6.338 -0.26 -0.04 -0.32
C -1.628 26.062 5.630 1.40 0.75 -0.23
C -1.713 25.681 4.169 -0.30 -1.16 -1.49
C -2.932 26.267 3.469 -0.16 0.54 -0.27
N -1.713 24.187 4.001 -0.84 0.18 0.84
H -2.643 26.926 7.938 -0.21 0.17 -0.38
H -2.132 25.293 8.337 0.31 0.08 -0.30
H -3.795 25.518 7.986 -0.13 0.48 0.08
H -1.574 27.161 5.680 -0.38 -0.01 0.12
H -0.646 25.748 6.024 -0.21 -0.35 0.17
H -0.821 25.970 3.606 0.09 0.61 0.48
H -3.076 25.910 2.445 0.27 -0.42 0.13
H -2.828 27.348 3.327 -0.14 0.03 0.45
H -3.845 26.028 4.017 0.01 0.18 0.07
H -2.170 23.849 4.850 0.28 -0.15 -0.01
H -2.426 23.933 3.314 0.27 0.10 -0.31
C -2.569 17.969 6.719 0.30 0.50 0.98
O -3.199 16.958 7.475 -0.58 0.21 -0.25
C -4.518 16.718 7.017 0.42 -0.40 0.20
C -5.379 16.070 8.092 -0.17 -0.63 -0.32
C -4.773 14.805 8.722 0.12 0.80 -0.67
N -6.585 15.637 7.348 -0.44 0.58 0.69
H -3.043 18.945 6.896 -0.22 -0.13 -0.23
H -2.534 17.773 5.642 0.09 -0.19 0.05
H -1.583 18.081 7.172 0.17 -0.13 -0.50
H -5.005 17.640 6.676 0.09 0.17 0.12
H -4.482 16.045 6.152 -0.04 -0.09 -0.03
H -5.557 16.793 8.899 -0.24 0.13 -0.14
H -4.058 15.089 9.491 0.14 -0.22 -0.03
H -4.287 14.266 7.908 0.12 -0.29 0.26
H -5.564 14.190 9.145 0.02 -0.03 0.10
H -7.044 16.455 6.948 0.13 -0.07 -0.12
H -7.268 15.305 8.027 0.09 -0.18 -0.11
C -7.650 21.027 9.960 0.13 0.44 1.65
O -7.215 20.401 8.795 0.16 -0.14 -0.08
C -5.800 20.300 8.716 0.23 0.38 -0.40
C -5.066 21.663 8.629 -0.67 -0.90 1.21
C -5.489 22.441 7.396 0.11 0.05 0.71
N -3.634 21.557 8.757 1.27 -0.09 -1.05
H -7.053 20.813 10.868 0.39 -0.36 -0.48
H -8.632 20.681 10.287 -0.23 0.11 -0.72
H -7.609 22.123 9.924 -0.36 -0.03 -0.38
H -5.428 19.752 9.588 0.08 -0.11 -0.02
H -5.587 19.745 7.799 -0.01 -0.21 0.09
H -5.373 22.175 9.549 -0.19 0.41 -0.26
H -5.025 23.425 7.465 -0.06 0.05 -0.40
H -6.574 22.536 7.398 -0.01 0.09 -0.07
H -5.202 21.925 6.480 0.19 0.03 -0.07
H -3.219 21.001 9.495 -0.74 0.06 0.44
H -3.182 21.170 7.932 -0.19 0.14 -0.16
C -1.400 22.050 6.134 -0.37 -0.87 0.67
O -1.086 20.874 6.870 0.36 0.04 0.33
H -1.847 21.737 5.186 0.18 0.40 -0.24
H -2.157 22.551 6.743 0.02 0.33 -0.22
H -0.534 22.697 6.016 -0.06 0.06 -0.26
H -0.251 20.519 6.527 -0.23 -0.16 -0.14
C 0.339 18.688 4.141 0.46 -0.03 -0.12
O 0.727 19.847 4.873 -0.41 -0.07 0.05
H 0.986 18.600 3.264 -0.32 -0.01 -0.27
H 0.524 17.789 4.727 -0.16 0.10 0.24
H -0.718 18.707 3.873 -0.02 0.03 -0.15
H 0.373 20.612 4.383 0.34 0.20 -0.04
C 1.617 22.960 3.742 0.15 -0.50 -0.86
O 0.380 22.300 3.468 -0.14 0.32 0.36
H 1.505 23.956 4.173 -0.20 -0.09 0.16
H 2.230 22.322 4.381 -0.07 0.12 0.16
H 2.139 23.057 2.782 0.17 0.19 0.19
H -0.337 22.972 3.562 0.04 -0.13 0.13
```
Positions in Å, forces in eV/Å.

Output
- 2S+1 = 1
- relative energy (zero: lowest compared OMol25 entry of this formula, charge and spin) (kcal/mol) = 0.0
- SMILES = CC1(C)CCCC(C)(C)N1O.CC1(C)CCCC(C)(C)N1O.COC[C@H](C)N.COC[C@H](C)N.COC[C@H](C)N.COC[C@H](C)N.CO.CO.CO
- LUMO level (eV) = 0.58
- HOMO (eV) = -8.25
- net charge = 0
- gap between HOMO and LUMO (eV) = 8.8

Mulliken population analysis, charges in e, atoms 1 to 99: C -1.493; C 2.094; C -1.645; C -0.813; C -0.891; C -1.089; C 1.200; C -1.746; C -1.829; N 1.047; O -0.581; H -0.379; H 0.195; H 0.422; H 0.245; H 0.253; H 0.369; H 0.513; H -0.232; H 0.398; H 0.433; H 0.311; H 0.475; H 0.487; H 0.383; H 0.301; H 0.416; H 0.255; H 0.393; H 0.383; C -1.875; C 1.511; C -1.633; C -0.517; C -1.113; C -0.683; C 1.516; C -1.633; C -1.836; N 1.464; O -0.568; H 0.326; H 0.463; H 0.367; H 0.028; H 0.432; H 0.461; H -0.471; H 0.535; H 0.409; H 0.457; H 0.513; H -0.259; H 0.336; H 0.096; H 0.405; H 0.343; H 0.326; H 0.490; H 0.270; C -0.822; O -0.142; C -0.947; C 0.466; C -1.295; N -0.725; H 0.101; H 0.332; H 0.386; H 0.438; H 0.442; H 0.249; H 0.475; H 0.159; H 0.369; H 0.176; H 0.287; C -0.749; O -0.243; C -0.065; C 0.100; C -1.530; N 0.638; H 0.379; H 0.059; H 0.296; H 0.708; H -0.384; H 0.477; H 0.338; H 0.464; H 0.247; H -0.669; H -0.467; C -0.026; O -0.439; C -0.523; C 0.738; C -1.380